Entry P
A 2-piece molecular cluster, C2H8N2 overall. Source: OMol25; level of theory: ωB97M-V with the def2-TZVPD basis set.

2S+1: 1
HOMO level: -9.77 eV
frontier orbital gap: 0.395 Ha
SMILES string: [H]/N=C/C.N

Bonds (Å) are listed after each position.
Positions of all 12 atoms, in Å:
1 H 0.2566 -0.8235 2.0633  N2 1.028
2 N -0.2326 -0.2486 1.3656  H1 1.028, C3 1.291
3 C -0.6064 -0.9882 0.3754  N2 1.291, C4 1.495, H5 1.103
4 C -1.3359 -0.4042 -0.7910  C3 1.495, H6 1.093, H7 1.093, H8 1.093
5 H -0.3620 -2.0629 0.3445  C3 1.103
6 H -0.6509 0.2157 -1.3750  C4 1.093
7 H -2.1707 0.2077 -0.4402  C4 1.093
8 H -1.7144 -1.2116 -1.4224  C4 1.093
9 N 1.9870 1.4754 -0.0462  H10 1.020, H11 1.026, H12 1.019
10 H 1.2476 1.9381 -0.5753  N9 1.020
11 H 1.5840 1.3852 0.8927  N9 1.026
12 H 1.9978 0.5169 -0.3916  N9 1.019



Entry Q
One molecule with the formula C2H8N2. Source: OMol25; level of theory: ωB97M-V with the def2-TZVPD basis set.

2S+1: 1
HOMO level: -8.65 eV
frontier orbital gap: 0.363 Ha
SMILES string: CNCN

Bonds (Å) are listed after each position.
Positions of all 12 atoms, in Å:
1 C 0.4213 0.0908 1.7498  N2 1.441, H5 1.091, H6 1.087, H7 1.100
2 N 0.5993 -0.2143 0.3526  C1 1.441, C3 1.487, H8 1.014
3 C -0.2381 0.5301 -0.6255  N2 1.487, N4 1.472, H9 1.103, H10 1.082
4 N -0.7908 -0.3927 -1.6296  C3 1.472, H11 1.011, H12 1.016
5 H 0.2044 -0.8063 2.3313  C1 1.091
6 H 1.2214 0.5963 2.2849  C1 1.087
7 H -0.4959 0.6719 1.9274  C1 1.100
8 H 1.5371 -0.2281 -0.0318  N2 1.014
9 H 0.3369 1.1955 -1.2910  C3 1.103
10 H -0.9885 1.0867 -0.0799  C3 1.082
11 H -0.1429 -1.1395 -1.8411  N4 1.011
12 H -1.6337 -0.8290 -1.2668  N4 1.016



Entry R
A 2-piece molecular cluster, C2H8N2 overall. Source: OMol25; level of theory: ωB97M-V with the def2-TZVPD basis set.

2S+1: 1
HOMO level: -9.31 eV
frontier orbital gap: 0.373 Ha
SMILES string: [H]/N=C/N.C

Bonds (Å) are listed after each position.
Positions of all 12 atoms, in Å:
1 H -2.0368 0.8735 2.4182  N2 1.017
2 N -2.0259 1.6452 1.7561  H1 1.017, C3 1.273
3 C -1.4308 1.3239 0.6772  N2 1.273, N4 1.382, H5 1.096
4 N -1.0306 2.2829 -0.2342  C3 1.382, H6 0.994, H7 1.006
5 H -0.8969 0.3683 0.6215  C3 1.096
6 H -0.0817 2.4112 -0.5022  N4 0.994
7 H -1.6777 3.0506 -0.2897  N4 1.006
8 C 1.7843 -2.3638 -0.9605  H9 1.096, H10 1.086, H11 1.088, H12 1.095
9 H 2.4079 -3.2222 -1.2354  C8 1.096
10 H 0.7176 -2.5519 -1.0395  C8 1.086
11 H 2.3455 -1.5106 -1.3352  C8 1.088
12 H 1.9251 -2.3069 0.1236  C8 1.095



Taking the most stable structure as the zero point, the relative energies in eV are entry P 0.000; entry Q 0.245; entry R 0.391.



Entry P
A 2-piece molecular cluster, C5H13O overall. Source: OMol25; level of theory: ωB97M-V with the def2-TZVPD basis set.

2S+1: 1
HOMO level: -15.32 eV
frontier orbital gap: 0.450 Ha
charge: +1

Bonds (Å) are listed after each position.
Positions of all 19 atoms, in Å:
1 C 2.1318 -0.1114 -0.5915  C4 1.329, H8 1.079, H9 1.078
2 C -0.9992 1.8690 0.2361  C5 1.512, H10 1.087, H11 1.086, H12 1.087
3 C -0.9352 -1.8588 -0.0906  O6 1.443, H13 1.089, H14 1.089, H15 1.091
4 C 2.1800 -0.0655 0.7354  C1 1.329, H16 1.079, H17 1.079
5 C -1.4073 0.5253 -0.3249  C2 1.512, O6 1.468, H18 1.092, H19 1.095
6 O -0.7032 -0.5278 0.4164  C3 1.443, C5 1.468, H7 1.045
7 H 0.3217 -0.3255 0.3785  O6 1.045
8 H 2.2421 -1.0378 -1.1339  C1 1.079
9 H 2.0612 0.7823 -1.1899  C1 1.078
10 H -1.1544 1.8952 1.3120  C2 1.087
11 H -1.6140 2.6475 -0.2071  C2 1.086
12 H 0.0409 2.0950 0.0160  C2 1.087
13 H -0.3714 -2.5526 0.5313  C3 1.089
14 H -1.9978 -2.0824 -0.0026  C3 1.089
15 H -0.6255 -1.9500 -1.1331  C3 1.091
16 H 2.3249 -0.9503 1.3357  C4 1.079
17 H 2.1515 0.8664 1.2778  C4 1.079
18 H -2.4735 0.3431 -0.1750  C5 1.092
19 H -1.1727 0.4383 -1.3906  C5 1.095



Entry Q
A 2-piece molecular cluster, C5H13O overall. Source: OMol25; level of theory: ωB97M-V with the def2-TZVPD basis set.

2S+1: 1
HOMO level: -14.03 eV
frontier orbital gap: 0.353 Ha
charge: +1

Bonds (Å) are listed after each position.
Positions of all 19 atoms, in Å:
1 C 0.1085 1.4873 0.8544  C5 1.456, H7 1.089, H8 1.096, H9 1.093
2 C -2.6425 -0.6113 1.0045  H10 1.082, H11 1.084, H12 1.085, H19 1.081
3 C 1.5300 -1.5905 -0.6407  O6 1.447, H13 1.094, H14 1.091, H15 1.091
4 C 1.2356 0.5966 -1.6937  O6 1.474, H16 1.090, H17 1.089, H18 1.087
5 C 0.5985 0.1273 0.6804  C1 1.456, O6 1.305
6 O 1.0979 -0.2198 -0.4744  C3 1.447, C4 1.474, C5 1.305
7 H -0.0571 2.1007 -0.0300  C1 1.089
8 H 0.8189 1.9866 1.5231  C1 1.096
9 H -0.8049 1.4300 1.4522  C1 1.093
10 H -2.7105 -0.7826 -0.0617  C2 1.082
11 H -3.3401 -1.2694 1.5090  C2 1.084
12 H -1.6388 -0.8295 1.3557  C2 1.085
13 H 0.9050 -2.0758 -1.3966  C3 1.094
14 H 2.5793 -1.6130 -0.9386  C3 1.091
15 H 1.4022 -2.0908 0.3199  C3 1.091
16 H 0.2852 0.6119 -2.2265  C4 1.090
17 H 1.5295 1.6056 -1.4078  C4 1.089
18 H 2.0112 0.1596 -2.3177  C4 1.087
19 H -2.9086 0.4132 1.2257  C2 1.081



Taking the most stable structure as the zero point, the relative energies in eV are entry P 0.000; entry Q 3.159.



Entry P
A 2-piece molecular cluster, C3H10NOS overall. Source: OMol25; level of theory: ωB97M-V with the def2-TZVPD basis set.

2S+1: 1
HOMO level: -2.57 eV
frontier orbital gap: 0.235 Ha
charge: -1

Bonds (Å) are listed after each position.
Positions of all 16 atoms, in Å:
1 C -0.1761 -0.7098 -2.9956  N2 1.471, H6 1.089, H7 1.091, H8 1.089
2 N 0.4621 -1.6138 -2.0266  C1 1.471, C3 1.483, H9 1.022
3 C -0.0422 -1.3530 -0.6568  N2 1.483, C4 1.548, H10 1.090, H11 1.100
4 C 0.9481 -0.6415 0.2970  C3 1.548, S5 1.853, H12 1.095, H13 1.089
5 S 0.5743 1.1659 0.4645  C4 1.853
6 H -1.1622 -1.0983 -3.2450  C1 1.089
7 H 0.4182 -0.6677 -3.9091  C1 1.091
8 H -0.2690 0.2883 -2.5703  C1 1.089
9 H 1.4412 -1.3326 -1.9437  N2 1.022
10 H -0.9416 -0.7406 -0.7215  C3 1.090
11 H -0.3239 -2.2926 -0.1584  C3 1.100
12 H 1.9378 -0.6236 -0.1707  C4 1.095
13 H 0.9660 -1.1973 1.2335  C4 1.089
14 H -2.9024 1.8689 3.6778  O16 0.961
15 H -1.5433 1.7913 3.0392  O16 0.977
16 O -1.9807 1.7296 3.9105  H14 0.961, H15 0.977



Entry Q
A 2-piece molecular cluster, C3H10NOS overall. Source: OMol25; level of theory: ωB97M-V with the def2-TZVPD basis set.

2S+1: 1
HOMO level: -2.84 eV
frontier orbital gap: 0.252 Ha
charge: -1

Bonds (Å) are listed after each position.
Positions of all 16 atoms, in Å:
1 C -0.0162 -0.2430 0.5044  C2 1.530, C4 1.509, H6 1.104, H7 1.104
2 C 0.3931 -1.1821 -0.6318  C1 1.530, S3 1.812, H8 1.104, H9 1.092
3 S 0.1696 -0.4660 -2.2816  C2 1.812
4 C -1.5068 -0.0854 0.6822  C1 1.509, N5 1.458, H10 1.093, H11 1.087
5 N -1.8961 0.8162 1.7595  C4 1.458, H12 1.008, H13 1.007
6 H 0.4182 0.7481 0.2855  C1 1.104
7 H 0.4953 -0.4856 1.4527  C1 1.104
8 H -0.2417 -2.0798 -0.5289  C2 1.104
9 H 1.4006 -1.5559 -0.4389  C2 1.092
10 H -1.9525 -1.0534 0.9227  C4 1.093
11 H -1.9561 0.2900 -0.2343  C4 1.087
12 H -1.4593 0.5344 2.6236  N5 1.008
13 H -1.7200 1.7765 1.5113  N5 1.007
14 H 2.0326 0.7043 -2.3058  O16 0.999
15 H 2.9266 1.1334 -1.1792  O16 0.962
16 O 2.9126 1.1482 -2.1413  H14 0.999, H15 0.962



Taking the most stable structure as the zero point, the relative energies in eV are entry P 0.819; entry Q 0.000.



Entry P
A 2-piece molecular cluster, C3H10NOS overall. Source: OMol25; level of theory: ωB97M-V with the def2-TZVPD basis set.

2S+1: 1
HOMO level: -2.76 eV
frontier orbital gap: 0.245 Ha
charge: -1

Bonds (Å) are listed after each position.
Positions of all 16 atoms, in Å:
1 C -2.5112 -1.6997 0.2471  C2 1.539, H6 1.096, H7 1.089, H8 1.086
2 C -1.1538 -1.0704 -0.1130  C1 1.539, C3 1.524, N5 1.489, H9 1.086
3 C -0.8295 0.1132 0.7900  C2 1.524, S4 1.828, H10 1.088, H11 1.096
4 S 0.7058 0.9971 0.3381  C3 1.828
5 N -0.1282 -2.1403 0.0308  C2 1.489, H12 1.012, H13 1.013
6 H -3.2986 -0.9456 0.3607  C1 1.096
7 H -2.4467 -2.2653 1.1754  C1 1.089
8 H -2.8274 -2.3508 -0.5626  C1 1.086
9 H -1.1152 -0.7690 -1.1554  C2 1.086
10 H -1.6661 0.8093 0.7976  C3 1.088
11 H -0.7390 -0.2178 1.8305  C3 1.096
12 H 0.6327 -1.8737 -0.5812  N5 1.012
13 H 0.2560 -2.0684 0.9649  N5 1.013
14 H 2.4631 1.9493 -0.9969  O16 0.974
15 H 2.7118 3.4187 -1.2257  O16 0.969
16 O 3.0368 2.5500 -1.5061  H14 0.974, H15 0.969



Entry Q
A 2-piece molecular cluster, C3H10NOS overall. Source: OMol25; level of theory: ωB97M-V with the def2-TZVPD basis set.

2S+1: 1
HOMO level: -2.69 eV
frontier orbital gap: 0.219 Ha
charge: -1

Bonds (Å) are listed after each position.
Positions of all 16 atoms, in Å:
1 C 3.3685 -1.8127 0.6340  S2 1.828, H4 1.082, H5 1.094, H6 1.103
2 S 2.4017 -0.2795 0.8711  C1 1.828, C3 1.849
3 C 0.6426 -0.8335 1.0070  S2 1.849, H7 1.094, H8 1.093, H9 1.103
4 H 4.1037 -1.9504 1.4157  C1 1.082
5 H 3.8613 -1.5877 -0.3159  C1 1.094
6 H 2.6486 -2.6474 0.6694  C1 1.103
7 H 0.1822 -0.7092 1.9915  C3 1.094
8 H 0.1324 -0.1956 0.2805  C3 1.093
9 H 0.5440 -1.8477 0.5838  C3 1.103
10 N -3.2185 2.3155 -0.6634  C11 1.517, H13 1.030, H14 1.021
11 C -2.4101 1.1995 -1.2983  N10 1.517, O12 1.334, H15 1.096, H16 1.154
12 O -1.3185 0.8811 -0.6002  C11 1.334
13 H -2.7565 2.2293 0.2535  N10 1.030
14 H -2.8689 3.2416 -0.9154  N10 1.021
15 H -3.1164 0.4002 -1.5524  C11 1.096
16 H -2.1962 1.5966 -2.3607  C11 1.154



Taking the most stable structure as the zero point, the relative energies in eV are entry P 0.000; entry Q 2.089.